Computed, not measured: C33H35AsMnN5O2S2 as an isolated structure in a non-equilibrium geometry, with ωB97M-V with the def2-TZVPD basis set.

## Properties
- HOMO energy (spin up / spin down): -15.62 / -15.43 eV
- <S²>: 0.79
- Total charge: +3
- Total energy: -5884.91872 Ha
- Molecular weight: 727.67 g mol⁻¹
- Spin multiplicity: 2
- LUMO energy (spin up / spin down): -12.00 / -12.08 eV

Element x y z (Å)
Mn: 0.726 -0.189 -0.079
O: -1.513 -0.972 2.103
S: -0.493 -0.361 2.935
O: -0.050 -1.116 4.053
N: 0.793 -0.076 1.868
C: 1.972 0.310 2.415
C: 2.311 0.399 3.772
C: 3.586 0.806 4.156
C: 4.560 1.117 3.231
C: 4.279 1.029 1.846
C: 5.224 1.290 0.837
C: 4.809 1.240 -0.476
C: 3.490 0.904 -0.771
N: 2.574 0.593 0.146
C: 2.968 0.655 1.446
C: -1.140 1.251 3.369
C: -0.592 2.439 2.925
C: -1.232 3.628 3.251
C: -2.399 3.606 3.999
C: -2.923 2.403 4.449
C: -2.292 1.211 4.131
H: 1.595 0.125 4.529
H: 3.808 0.868 5.211
H: 5.543 1.431 3.550
H: 6.245 1.525 1.097
H: 5.486 1.454 -1.287
H: 3.167 0.877 -1.803
H: 0.326 2.450 2.351
H: -0.814 4.569 2.933
H: -2.899 4.531 4.244
H: -3.816 2.383 5.050
H: -2.677 0.259 4.459
N: -3.189 -1.317 -0.102
C: -3.366 -2.674 0.161
C: -4.644 -3.194 0.338
C: -4.809 -4.532 0.661
C: -3.705 -5.364 0.827
C: -2.428 -4.876 0.604
C: -2.263 -3.541 0.261
S: -0.649 -2.960 -0.115
N: -0.842 -1.315 -0.293
C: -2.002 -0.694 -0.170
C: -1.896 0.769 -0.248
C: -2.978 1.649 -0.222
C: -2.755 3.011 -0.345
C: -1.451 3.461 -0.515
C: -0.421 2.537 -0.515
N: -0.614 1.219 -0.377
H: -4.029 -0.755 -0.025
H: -5.508 -2.556 0.225
H: -5.802 -4.935 0.781
H: -3.834 -6.396 1.113
H: -1.566 -5.522 0.681
H: -3.992 1.292 -0.118
H: -3.582 3.706 -0.334
H: -1.237 4.510 -0.640
H: 0.607 2.850 -0.663
C: 2.648 1.642 -3.980
C: 1.353 0.833 -3.915
As: 1.064 -0.548 -2.487
C: 2.580 -1.835 -2.667
C: 2.583 -2.589 -3.993
C: -0.367 -1.503 -3.461
C: -1.615 -0.651 -3.682
H: 2.670 2.179 -4.929
H: 3.529 0.997 -3.956
H: 2.699 2.389 -3.189
H: 1.239 0.258 -4.844
H: 0.500 1.519 -3.841
H: 2.497 -2.537 -1.828
H: 3.520 -1.287 -2.552
H: 1.750 -3.288 -4.057
H: 3.502 -3.163 -4.084
H: 2.543 -1.893 -4.832
H: -0.612 -2.432 -2.934
H: 0.041 -1.786 -4.440
H: -2.028 -0.289 -2.739
H: -2.378 -1.235 -4.192
H: -1.388 0.209 -4.310

Here are the Löwdin charges for atoms 1 to 6, given in e: 0.519 -0.311 0.705 -0.221 -0.111 -0.251